Entry from the OMol25 dataset: 2 unconnected molecules or ions with the total composition C27H33N2OS at a distorted geometry (the ωB97M-V functional and the def2-TZVPD basis).

Values from the calculation:
Electronic energy: -1631.2350 hartree
Net charge: +1
Maximum force: 1.94 eV Å⁻¹
ΔE to the lowest compared entry with this formula, charge and spin: 1.2574 eV
HOMO energy: -0.373 Ha
LUMO energy: -4.7 eV
Kohn-Sham gap: 5.42 eV

Cartesian coordinates (Å):
C  -6.273  -1.949  0.701
N  -5.534  -1.777  1.945
C  -6.143  -2.354  3.127
C  -4.267  -1.205  1.951
C  -4.097  0.115  1.448
C  -2.843  0.678  1.355
C  -1.661  -0.055  1.705
C  -0.402  0.535  1.475
C  0.876  -0.066  1.525
C  2.013  0.735  1.851
C  3.269  0.182  1.991
C  3.483  -1.198  1.724
N  4.777  -1.724  1.790
C  5.394  -2.017  3.072
C  5.456  -2.265  0.628
C  2.362  -2.002  1.376
C  1.106  -1.441  1.230
C  -1.851  -1.352  2.288
C  -3.111  -1.921  2.390
H  -5.920  -1.226  -0.049
H  -6.142  -2.976  0.309
H  -7.346  -1.794  0.885
H  -5.822  -1.792  4.013
H  -7.234  -2.280  3.026
H  -5.872  -3.413  3.242
H  -4.998  0.665  1.150
H  -2.740  1.699  0.975
H  -0.409  1.597  1.248
H  1.868  1.805  2.017
H  4.141  0.779  2.273
H  4.994  -1.331  3.831
H  5.192  -3.061  3.373
H  6.483  -1.891  2.994
H  5.188  -1.681  -0.263
H  6.539  -2.193  0.794
H  5.197  -3.322  0.467
H  2.513  -3.076  1.230
H  0.279  -2.042  0.845
H  -0.983  -1.905  2.661
H  -3.234  -2.948  2.755
C  -1.384  4.449  -1.011
S  -1.494  2.635  -1.259
C  -2.912  2.574  -2.424
C  -0.164  2.418  -2.311
C  0.717  1.312  -2.204
C  1.858  1.183  -3.189
C  1.958  1.937  -4.373
C  3.004  1.754  -5.280
C  3.978  0.778  -5.037
C  3.896  0.003  -3.873
C  2.858  0.216  -2.958
O  0.548  0.422  -1.342
H  -2.263  4.776  -0.445
H  -0.458  4.646  -0.456
H  -1.353  4.953  -1.981
H  -3.825  2.859  -1.885
H  -2.732  3.269  -3.250
H  -2.976  1.546  -2.804
H  -0.006  3.226  -3.025
H  1.188  2.673  -4.575
H  3.045  2.375  -6.178
H  4.782  0.630  -5.757
H  4.644  -0.771  -3.675
H  2.842  -0.395  -2.058

Results of the Löwdin charge analysis, in e, for atoms 1 through 6:
1 C -0.05
2 N -0.22
3 C -0.05
4 C -0.20
5 C 0.00
6 C -0.01